[1]
21
Properties=species:S:1:pos:R:3 method="wB97M-V/def2-TZVPD" energy_ha=-345.48824 mol_weight_g_mol=106.17 homo_energy_ev=-8.859 relative_energy_kcal_mol=55.2
C 1.05259 -0.63948 0.81901
C -0.44514 -0.69718 1.20462
C -1.39553 -1.22974 0.10159
N -0.66693 -1.90933 -0.98684
C 1.53889 0.54896 0.03330
N 2.80991 1.06126 0.50474
H 1.49943 -0.48461 1.83881
H 1.41724 -1.61358 0.40336
H -0.43779 -1.40394 2.04905
H -0.92352 0.20687 1.57262
H -2.03097 -1.87782 0.67167
H -1.89847 -0.36271 -0.36643
H -0.40462 -1.19316 -1.69325
H -1.10780 -2.67299 -1.48738
H 0.87172 1.33754 0.37741
H 1.21212 0.47786 -0.99840
H 3.23157 1.87121 0.05074
H 2.62583 1.58760 1.38052
H -3.01861 2.69162 -1.69995
H -1.85747 1.77195 -2.16448
O -2.07245 2.52967 -1.61074

[2]
21
Properties=species:S:1:pos:R:3 method="wB97M-V/def2-TZVPD" energy_ha=-345.51332 mol_weight_g_mol=106.17 homo_energy_ev=-8.633 relative_energy_kcal_mol=39.5
C 1.19223 0.59860 1.18685
C 1.09779 1.23410 -0.22098
C 0.27528 0.58489 -1.35093
C 0.98222 -1.77745 -1.01980
N -0.13952 -0.80593 -1.07356
N -0.02946 0.08706 1.77727
H 1.97855 -0.15619 1.21448
H 1.55581 1.39406 1.82643
H 2.15303 1.34472 -0.52047
H 0.75494 2.27054 -0.13146
H -0.64317 1.13089 -1.57003
H 0.95761 0.55676 -2.21131
H 1.25214 -2.17374 -2.00548
H 0.67242 -2.54107 -0.31160
H 1.85842 -1.28352 -0.62271
H -0.71335 -1.10822 -1.83753
H -0.65367 0.85893 1.97935
H -0.54548 -0.57564 1.21589
H -2.06734 0.12518 0.41137
H -3.28531 0.84671 0.26057
O -2.95112 0.13889 0.83078

[3]
21
Properties=species:S:1:pos:R:3 method="wB97M-V/def2-TZVPD" energy_ha=-345.47818 mol_weight_g_mol=106.17 homo_energy_ev=-9.074 relative_energy_kcal_mol=61.5
N 0.27405 -0.35515 -1.85269
C 0.73939 -0.92161 -0.59970
C 2.39255 -1.03386 -0.61360
C 0.11143 -0.02356 0.49283
N -0.91302 -0.65337 1.22609
C -1.39277 0.12325 2.41132
H -0.71509 -0.40284 -1.95161
H 0.72965 -0.89553 -2.61621
H 0.32745 -1.92548 -0.51065
H 2.67531 -0.99501 -1.63470
H 2.78022 -0.11662 -0.14458
H 2.67053 -2.05943 -0.27939
H 0.88809 0.45366 1.14128
H -0.29896 0.93564 0.10002
H -1.74803 -0.50554 0.70685
H -2.43835 0.21151 2.21058
H -0.89990 1.12965 2.53007
H -1.25960 -0.42308 3.39921
H -1.73009 2.57825 -2.08517
H -0.80809 2.10243 -0.76176
O -1.38475 2.77670 -1.16816

[4]
21
Properties=species:S:1:pos:R:3 method="wB97M-V/def2-TZVPD" energy_ha=-345.47258 mol_weight_g_mol=106.17 homo_energy_ev=-8.876 relative_energy_kcal_mol=65.0
C -2.29024 -1.66974 0.23822
C -1.02370 -1.20365 -0.40778
C -0.12486 -0.26931 0.35071
N 0.37660 0.73893 -0.57216
C 1.83888 0.89765 -0.45626
N 2.42008 -0.36892 -0.28691
H -2.66790 -0.92883 0.99551
H -1.97350 -2.79344 0.49927
H -3.13336 -1.73106 -0.35771
H -0.44080 -2.14293 -0.82233
H -1.37354 -0.75721 -1.47166
H 0.74513 -0.83707 0.80506
H -0.54477 0.24298 1.21703
H -0.05656 0.62241 -1.50554
H 2.20936 1.60685 -1.27777
H 2.03588 1.30634 0.59820
H 2.48113 -0.97518 -1.08412
H 3.39360 -0.16949 -0.11086
H -0.05379 2.41698 0.84582
H -1.38366 2.93655 1.34004
O -0.43398 3.07814 1.46324

[5]
21
Properties=species:S:1:pos:R:3 method="wB97M-V/def2-TZVPD" energy_ha=-345.22347 mol_weight_g_mol=106.17 homo_energy_ev=-7.620 relative_energy_kcal_mol=221.3
N 2.53983 0.39723 0.45839
C 0.86829 1.12010 -1.46682
C -0.29208 0.12998 -1.25062
C -0.03209 -0.85447 -0.09988
C -0.00241 -0.16563 1.29000
N -1.43738 -0.07317 1.75522
H 0.87977 -1.48918 -0.38239
H 2.53821 1.24248 1.02334
H 1.04971 1.02294 -2.58156
H 1.82858 0.73614 -0.63788
H 0.66569 2.12216 -1.25512
H -1.23333 0.67865 -1.09908
H -0.45125 -0.58484 -2.07336
H -0.90660 -1.50661 0.05267
H 0.27295 0.86143 1.03069
H 0.67486 -0.67199 2.06078
H -2.13988 -0.35622 0.95583
H -1.68394 -0.59926 2.52608
H -3.74290 -1.11108 -0.21920
H 3.42197 0.04186 0.24600
O -2.81799 -0.94052 -0.33308

[6]
21
Properties=species:S:1:pos:R:3 method="wB97M-V/def2-TZVPD" energy_ha=-345.54112 mol_weight_g_mol=106.17 homo_energy_ev=-9.142 relative_energy_kcal_mol=22.0
C 2.16038 1.35226 0.12745
C 0.91020 0.49623 -0.02461
C 0.17503 0.42995 1.33469
C -1.17751 -0.23995 1.26408
N -1.04807 -1.69847 1.07704
N 0.04452 1.08266 -1.04498
H 2.67309 1.10556 1.05221
H 1.89432 2.40483 0.16282
H 2.89122 1.18622 -0.66325
H 1.22866 -0.54129 -0.23233
H 0.78702 -0.17231 1.99899
H 0.07582 1.43059 1.74702
H -1.84027 0.24272 0.53583
H -1.71644 -0.09501 2.20516
H -1.98588 -2.08447 1.06602
H -0.70286 -1.87749 0.14158
H 0.59874 1.55351 -1.75027
H -0.47551 0.40986 -1.59948
H -0.80970 -1.59337 -2.07318
H -1.93324 -1.93561 -3.06948
O -1.74953 -1.45639 -2.25531

[7]
21
Properties=species:S:1:pos:R:3 method="wB97M-V/def2-TZVPD" energy_ha=-345.52050 mol_weight_g_mol=106.17 homo_energy_ev=-9.202 relative_energy_kcal_mol=34.9
C -0.66956 -1.09235 1.47094
N -0.54457 -2.52213 1.38614
C 0.60428 -0.31257 1.02240
C 1.60326 -1.05430 0.17137
C 1.13004 -1.41878 -1.25965
N 0.51310 -0.34753 -2.00839
H -1.53272 -0.68444 0.94856
H -0.81811 -0.82259 2.51519
H -0.70159 -2.97337 0.50013
H -1.18511 -2.96585 2.03609
H 0.27879 0.58831 0.50103
H 1.06424 0.18051 1.88146
H 2.48335 -0.41154 0.08893
H 2.04739 -1.90542 0.69458
H 0.44094 -2.24388 -1.05823
H 1.98930 -1.82495 -1.79438
H 0.88911 0.54254 -1.71290
H -0.48286 -0.32019 -1.84090
H -2.07052 5.99175 -1.72337
H -2.49318 6.84506 -0.43361
O -2.54557 6.75172 -1.38538

[8]
22
Properties=species:S:1:pos:R:3 method="wB97M-V/def2-TZVPD" charge=-1 energy_ha=-420.70587 mol_weight_g_mol=122.17 multiplicity=2 homo_energy_ev="-3.918 / -3.921" relative_energy_kcal_mol=27.4
C -2.65721 0.89508 -0.59936
O 3.32171 -0.11432 -0.35251
C -1.42171 0.15218 -0.35946
C -0.87655 0.21592 1.13627
C 0.50372 -0.42286 1.34610
N 1.53573 0.44935 1.85354
N -1.61525 -1.36109 -0.67857
H -3.60991 0.38733 -0.65778
H -2.73793 1.83128 -1.14280
H 4.22488 -0.02852 -0.65359
H -0.44211 0.37193 -0.79465
H -1.66680 -0.29570 1.69993
H -0.92029 1.25500 1.46568
H 0.85849 -0.73413 0.34613
H 0.41470 -1.35725 1.90224
H 2.32696 0.61336 1.24554
H 1.35725 0.90639 2.72419
H -2.63654 -1.30496 -0.74091
H 2.24749 -0.01941 -1.30842
H 1.80095 0.23094 -2.77524
H -1.43280 -1.51664 -1.67020
O 1.42520 -0.15388 -1.98614

[9]
22
Properties=species:S:1:pos:R:3 method="wB97M-V/def2-TZVPD" energy_ha=-420.74597 mol_weight_g_mol=122.17 homo_energy_ev=-8.025 relative_energy_kcal_mol=37.1
C 0.68356 2.42224 -0.93916
C 0.01764 1.99027 0.46712
C 0.35776 0.48092 0.74096
C -0.34448 -0.22604 1.67471
N -0.05267 -1.56392 2.10030
N 1.51103 -0.17501 0.08829
H 0.49180 3.40678 -1.34093
H 1.82547 2.52292 -0.95174
H 0.51161 1.62654 -1.64417
H 0.48298 2.60782 1.27728
H -1.08676 2.09262 0.44255
H -1.11560 0.41948 2.17864
H -0.43579 -1.71925 3.02442
H -0.55440 -2.29229 1.49310
H 1.49275 -1.05949 0.63050
H 2.27500 0.47558 0.42617
H -0.20999 -0.50425 -1.61611
H -0.63121 -0.30854 -3.03902
O -1.03280 -0.38458 -2.16141
H -1.32573 -2.57275 -1.38776
H -1.22317 -4.04406 -0.73967
O -1.63702 -3.19499 -0.72407

[10]
22
Properties=species:S:1:pos:R:3 method="wB97M-V/def2-TZVPD" energy_ha=-420.77006 mol_weight_g_mol=122.17 homo_energy_ev=-9.529 relative_energy_kcal_mol=22.0
N -0.28120 1.37236 1.37078
C 0.16546 0.63176 0.21582
C 0.42749 -0.84679 0.55103
C -0.87421 -1.63019 0.61644
O -1.67975 -1.31618 1.72551
C 1.34512 1.20672 -0.58837
N 1.09388 2.62516 -0.85176
H -0.68827 2.26414 1.12149
H 0.53326 1.55911 1.94670
H -1.45667 -0.42074 2.03137
H -0.70993 0.55812 -0.43890
H 1.03139 -1.04583 1.43726
H 0.97667 -1.24572 -0.30905
H -1.45615 -1.51270 -0.30914
H -0.66377 -2.70048 0.69000
H 1.64287 0.70368 -1.50961
H 2.28272 1.04733 -0.04910
H 1.90060 3.21722 -1.00884
H 0.53413 2.80715 -1.67860
H -0.89679 -1.33621 -2.13014
H 0.46239 -1.45939 -2.73252
O -0.24326 -1.99072 -2.39314

[11]
22
Properties=species:S:1:pos:R:3 method="wB97M-V/def2-TZVPD" energy_ha=-420.77179 mol_weight_g_mol=122.17 homo_energy_ev=-8.914 relative_energy_kcal_mol=20.9
C -0.29074 -0.10805 1.29218
C 1.21602 0.10431 1.40022
C 1.95879 -0.23928 0.07604
N 1.68058 -1.51099 -0.59037
N -1.02817 1.13354 1.08047
C -1.91114 1.21179 -0.04673
O -1.24424 1.10857 -1.32211
H -0.47632 -0.84041 0.50656
H -0.73962 -0.58027 2.17713
H 1.45897 1.14857 1.61643
H 1.65724 -0.51750 2.18234
H 1.68937 0.54335 -0.63727
H 3.03064 -0.24880 0.27445
H 0.73953 -1.59804 -0.94996
H 1.83405 -2.30189 0.02350
H -0.45726 1.96421 1.11341
H -2.51260 0.30235 -0.03540
H -2.42294 2.17241 -0.02709
H -0.95770 1.95918 -1.71404
H -1.14827 -0.58984 -1.68210
H -0.85611 -1.56971 -2.81518
O -1.22009 -1.54349 -1.92248

[12]
22
Properties=species:S:1:pos:R:3 method="wB97M-V/def2-TZVPD" energy_ha=-420.56445 mol_weight_g_mol=122.17 homo_energy_ev="-8.527 / -8.378" relative_energy_kcal_mol=151.0
C 1.39552 1.75211 -0.62711
C -0.43405 0.63009 -1.95920
N -0.03661 1.36804 -0.78520
N 2.34060 0.69575 -0.85656
O -0.70621 1.14933 0.31838
H -0.43662 0.09419 0.79416
H 2.51193 0.55211 -1.84415
H 1.97989 -0.18379 -0.47001
H 1.58529 2.58188 -1.31149
H 1.45871 2.12186 0.39598
H -1.51968 0.65256 -2.03583
H 0.01895 1.09359 -2.83653
H -0.09528 -0.41949 -1.84517
C -0.52029 -0.79010 1.87496
C -1.84486 -1.46508 1.69836
O 0.44351 -1.33728 -0.19130
H 0.64162 -2.25124 0.05108
H 0.31755 -1.42519 2.11864
H -0.53448 0.09972 2.51034
H -2.60428 -0.76867 1.33914
H -2.18868 -1.85711 2.66533
H -1.77251 -2.29328 0.99618